{"formula": "H15NO6", "method": "ωB97M-V/def2-TZVPD", "homo_lumo_gap_ev": 11.1, "homo_ev": -10.48, "charge": 0, "de_lowest_kcal_mol": 20.50, "multiplicity": 1, "symbols": ["N", "H", "H", "H", "O", "H", "H", "O", "H", "H", "O", "H", "H", "O", "H", "H", "O", "H", "H", "O", "H", "H"], "coordinates": [[-1.743, -0.398, -1.202], [-2.594, -0.638, -0.693], [-0.989, -0.908, -0.770], [-1.826, -0.493, -2.210], [2.464, 1.602, 1.285], [2.614, 1.658, 2.237], [2.400, 2.572, 1.118], [-0.269, 2.425, -1.211], [-1.079, 2.835, -0.858], [-0.459, 1.481, -1.116], [0.769, -2.003, 0.163], [1.081, -1.240, -0.354], [1.405, -2.713, 0.260], [0.657, -3.529, 2.767], [0.314, -4.181, 3.384], [0.148, -3.632, 1.957], [1.937, 0.052, -1.353], [2.477, 0.492, -0.681], [1.681, 0.817, -1.905], [-2.781, 2.221, -0.105], [-2.495, 1.325, -0.350], [-3.709, 2.253, -0.362]], "atomic_forces_ev_per_a": [[-0.510, 0.692, 0.578], [0.207, -0.235, -0.617], [0.191, -0.374, -0.337], [0.036, -0.329, 0.522], [0.110, 1.644, 0.290], [0.035, -0.704, 0.042], [-0.146, -0.988, -0.478], [0.045, 0.089, 0.045], [0.307, -0.151, -0.187], [-0.044, 0.078, 0.002], [-1.119, 0.085, 0.230], [0.700, -0.529, 0.023], [0.462, 0.451, -0.340], [0.116, -0.060, 0.050], [-0.032, -0.038, -0.072], [-0.112, 0.136, 0.056], [0.078, 0.911, -0.406], [-0.067, -0.187, 0.328], [-0.107, -0.601, 0.227], [-0.441, -0.124, 0.100], [0.193, 0.090, -0.106], [0.097, 0.145, 0.049]], "nbo_charge": [-1.13, 0.37, 0.40, 0.38, -0.94, 0.47, 0.47, -0.99, 0.50, 0.48, -1.01, 0.51, 0.48, -0.94, 0.47, 0.47, -0.97, 0.50, 0.49, -0.97, 0.49, 0.47]}

{"formula": "H15NO6", "method": "ωB97M-V/def2-TZVPD", "homo_lumo_gap_ev": 10.4, "homo_ev": -10.48, "charge": 0, "de_lowest_kcal_mol": 34.50, "multiplicity": 1, "symbols": ["N", "H", "H", "H", "O", "H", "H", "O", "H", "H", "O", "H", "H", "O", "H", "H", "O", "H", "H", "O", "H", "H"], "coordinates": [[2.140, 0.457, -1.046], [1.856, 0.587, -0.101], [1.670, -0.152, -1.698], [3.138, 0.299, -1.142], [-1.860, -1.159, 0.108], [-1.634, -0.266, 0.402], [-2.787, -0.986, -0.117], [-1.165, -1.366, -2.538], [-0.640, -0.681, -3.010], [-1.160, -1.037, -1.639], [2.221, -1.644, 1.507], [1.657, -1.235, 2.189], [2.684, -0.919, 1.039], [-1.313, 2.016, 1.872], [-0.412, 1.755, 2.114], [-1.896, 1.397, 2.315], [-0.237, -0.461, 2.357], [-0.806, -1.024, 2.912], [-0.448, -0.808, 1.468], [-0.403, 1.644, -2.744], [-1.001, 1.990, -2.070], [0.394, 1.592, -2.178]], "atomic_forces_ev_per_a": [[1.181, 0.664, -1.365], [-0.552, -0.487, 0.242], [-0.470, -0.325, 0.808], [-0.299, 0.225, 0.216], [-0.483, 0.827, 0.255], [0.149, 0.306, -0.005], [-0.036, -0.637, -0.190], [0.850, 0.682, -0.983], [-0.710, -0.554, 0.197], [-0.154, -0.230, 0.408], [0.263, 0.557, -0.053], [0.316, -0.032, -0.483], [-0.481, -0.688, 0.530], [0.150, 0.415, -0.438], [-0.541, -0.138, 0.086], [0.209, -0.064, 0.205], [-0.491, -0.768, -0.025], [0.392, 0.307, -0.070], [0.489, -0.104, 0.610], [0.567, 0.018, 1.154], [-0.522, 0.075, -0.395], [0.172, -0.049, -0.703]], "nbo_charge": [-1.12, 0.37, 0.39, 0.37, -0.94, 0.47, 0.49, -0.96, 0.47, 0.47, -0.96, 0.49, 0.46, -0.95, 0.49, 0.47, -0.97, 0.49, 0.49, -0.95, 0.47, 0.48]}

{"formula": "H15O7", "method": "ωB97M-V/def2-TZVPD", "homo_lumo_gap_ev": 11.4, "homo_ev": -14.51, "charge": 1, "de_lowest_kcal_mol": 60.11, "multiplicity": 1, "symbols": ["O", "H", "H", "H", "O", "H", "H", "O", "H", "H", "O", "H", "H", "O", "H", "H", "O", "H", "H", "O", "H", "H"], "coordinates": [[4.956, 8.945, 29.784], [5.669, 9.276, 29.079], [5.535, 8.234, 30.262], [4.729, 9.659, 30.345], [6.833, 10.079, 28.108], [6.759, 10.942, 28.443], [7.031, 10.296, 27.183], [4.627, 11.199, 31.351], [4.791, 10.718, 32.133], [3.684, 11.550, 31.505], [7.426, 9.901, 31.271], [8.158, 9.579, 31.728], [7.323, 10.698, 31.771], [5.528, 6.868, 27.413], [5.175, 5.996, 27.853], [6.314, 6.756, 26.784], [3.407, 10.385, 28.076], [3.105, 9.468, 28.012], [2.762, 10.858, 28.551], [5.998, 7.203, 31.617], [5.596, 6.444, 31.842], [7.017, 7.342, 31.630]], "atomic_forces_ev_per_a": [[3.415, -3.070, -2.637], [-1.352, 0.077, 0.284], [-1.289, 0.637, 0.461], [-0.457, 2.323, 1.658], [0.133, -1.295, -0.862], [-0.155, 1.941, 1.296], [-0.247, -0.783, -0.009], [-2.603, 1.176, -1.170], [0.486, -0.838, 1.774], [2.103, -0.593, -0.474], [-1.587, 0.290, -0.984], [2.315, -1.440, 0.852], [-0.671, 1.219, 0.141], [0.200, -1.605, 0.427], [1.687, 2.267, -1.910], [-1.890, -0.607, 1.597], [1.405, -1.047, -0.811], [-0.057, 0.332, -0.042], [-1.435, 0.839, 0.749], [4.086, 6.225, -2.163], [-1.114, -4.609, 1.404], [-2.976, -1.439, 0.417]], "nbo_charge": [-0.82, 0.58, 0.56, 0.54, -0.94, 0.48, 0.51, -0.95, 0.48, 0.50, -0.95, 0.47, 0.48, -1.00, 0.50, 0.50, -0.95, 0.48, 0.47, -0.98, 0.50, 0.53]}

{"formula": "H15O7", "method": "ωB97M-V/def2-TZVPD", "s_squared": 0.76, "homo_lumo_gap_ev": [12.4, 4.4], "homo_ev": [-20.00, -19.54], "charge": 2, "de_lowest_kcal_mol": 71.96, "multiplicity": 2, "symbols": ["O", "H", "H", "O", "H", "H", "O", "H", "H", "O", "H", "H", "O", "H", "H", "O", "H", "H", "O", "H", "H", "H"], "coordinates": [[2.255, 1.520, -0.027], [2.985, 2.052, -0.153], [1.689, 1.915, 0.608], [-2.409, -0.764, -0.050], [-2.678, -1.553, -0.461], [-1.684, -0.772, 1.009], [-0.313, 1.418, 0.816], [-0.939, 2.243, 1.050], [-0.798, 1.212, -0.472], [-0.809, 0.617, -1.363], [-1.622, -0.089, -1.054], [-0.833, 0.921, -2.323], [0.992, -2.092, 0.472], [0.662, -2.961, 0.859], [0.246, -1.556, 0.679], [-0.711, -0.620, 1.732], [-0.858, -0.415, 2.638], [-0.446, 0.451, 1.404], [1.488, -0.381, -1.626], [1.343, -1.302, -1.315], [2.151, -0.044, -1.012], [0.292, 0.201, -1.410]], "atomic_forces_ev_per_a": [[-1.790, -2.519, -0.574], [2.642, 2.048, -0.375], [-0.465, 0.650, 1.087], [3.130, 3.086, 0.691], [-0.832, -2.047, -0.340], [-1.843, -0.768, -2.138], [-2.503, 3.760, -0.386], [1.865, -2.411, 0.018], [0.892, 0.747, 0.942], [0.458, -0.043, -3.011], [-1.580, -1.545, 1.810], [-0.672, 0.458, 1.029], [0.233, -2.375, 0.682], [1.045, 0.671, -0.746], [-1.178, 1.111, 0.189], [0.209, -0.278, -0.792], [-0.579, -0.375, 2.363], [0.469, 0.579, -0.376], [-2.491, -0.514, 0.103], [0.347, 0.116, -0.513], [0.466, 0.921, 0.442], [2.178, -1.273, -0.106]], "nbo_charge": [-0.94, 0.51, 0.49, -1.02, 0.51, 0.52, -0.82, 0.56, 0.55, -0.85, 0.55, 0.61, -0.70, 0.53, 0.47, -0.72, 0.55, 0.46, -0.86, 0.53, 0.55, 0.53]}

{"formula": "H16HgO8", "method": "ωB97M-V/def2-TZVPD", "homo_lumo_gap_ev": 10.8, "homo_ev": -18.44, "charge": 2, "de_lowest_kcal_mol": 26.06, "multiplicity": 1, "symbols": ["Hg", "O", "H", "H", "O", "H", "H", "O", "H", "H", "O", "H", "H", "O", "H", "H", "O", "H", "H", "O", "H", "H", "O", "H", "H"], "coordinates": [[-16.256, 7.355, 29.811], [-16.189, 8.540, 31.973], [-15.466, 9.155, 32.236], [-16.872, 9.181, 31.857], [-17.975, 6.463, 28.115], [-18.773, 6.956, 28.033], [-17.645, 6.211, 27.242], [-14.675, 9.109, 29.789], [-14.513, 9.902, 29.326], [-13.909, 8.929, 30.390], [-14.742, 6.412, 28.059], [-14.457, 7.295, 27.691], [-14.466, 5.821, 27.352], [-17.624, 9.270, 29.609], [-17.469, 9.957, 30.266], [-17.785, 9.651, 28.776], [-18.549, 6.803, 30.867], [-18.837, 6.998, 31.798], [-19.304, 6.505, 30.350], [-14.326, 6.461, 31.006], [-14.098, 6.931, 31.858], [-13.650, 5.772, 30.864], [-16.616, 4.983, 30.131], [-16.808, 4.340, 29.508], [-16.037, 4.482, 30.747]], "atomic_forces_ev_per_a": [[-0.859, -1.397, -0.017], [1.315, 0.364, 0.666], [-0.288, -0.830, -0.041], [-1.298, 0.358, 0.263], [1.588, -0.425, 0.443], [-1.055, 0.536, -0.539], [-0.365, 0.146, -0.020], [0.898, -1.559, 1.459], [0.469, 1.599, -0.949], [-0.697, 0.297, -1.051], [0.471, 2.012, -0.719], [-0.184, -1.233, 0.560], [-0.116, -0.543, -0.047], [0.349, -1.002, 1.581], [-0.193, 0.376, -0.555], [-0.435, 1.164, -1.656], [0.095, 0.677, 1.362], [0.097, -0.446, -1.431], [-0.132, -0.092, 0.354], [0.717, 0.774, 1.498], [-0.258, -1.149, -1.167], [-0.274, 0.424, 0.010], [1.602, 0.990, 2.578], [-1.018, -1.784, -2.403], [-0.431, 0.744, -0.179]], "nbo_charge": [1.73, -0.95, 0.50, 0.48, -0.98, 0.50, 0.51, -1.00, 0.52, 0.52, -0.99, 0.50, 0.52, -0.97, 0.50, 0.51, -0.99, 0.51, 0.51, -1.01, 0.51, 0.53, -0.96, 0.50, 0.51]}

Number 1: total energy -515.18682 Eh. Number 2: total energy -515.16451 Eh. Number 3: total energy -535.39107 Eh. Number 4: total energy -534.77291 Eh. Number 5: total energy -764.31807 Eh.